# 1
C35H44N3O2PdSSe | ωB97M-V/def2-TZVPD

Last column: Mulliken spin population.
Atoms and positions in Å:
Pd  0.07  0.01  0.32  1.4613
C  2.64  6.07  -1.94  0.0364
C  3.30  5.65  -0.61  0.0431
C  4.80  5.93  -0.69  0.0067
C  2.71  6.49  0.54  0.0408
C  2.98  4.19  -0.34  0.0757
C  1.64  3.80  -0.27  0.1664
C  1.32  2.49  0.01  -0.0127
N  0.06  1.93  0.11  0.5493
C  -1.20  2.48  0.18  -0.0175
C  -1.54  3.81  0.30  0.1949
C  -2.89  4.19  0.29  0.0346
C  -3.90  3.20  0.15  0.1134
C  -3.64  1.86  0.08  0.0835
C  -2.25  1.48  0.14  0.2229
O  -1.91  0.22  0.19  0.3528
C  -4.74  0.81  -0.05  0.0403
C  -6.12  1.46  -0.12  0.0030
C  -4.53  0.00  -1.34  0.0309
C  -4.72  -0.12  1.18  0.0299
C  -3.23  5.66  0.43  0.0478
C  -2.53  6.44  -0.70  0.0363
C  -2.71  6.15  1.79  0.0379
C  -4.73  5.94  0.34  0.0073
C  2.38  1.50  0.13  0.2627
O  2.05  0.26  0.29  0.3756
C  3.76  1.90  0.06  0.0571
C  4.00  3.23  -0.16  0.1219
C  4.88  0.88  0.23  0.0539
C  4.81  0.30  1.66  0.0362
C  4.76  -0.25  -0.81  0.0332
C  6.26  1.53  0.05  0.0039
H  2.91  7.10  -2.16  0.0027
H  1.55  6.01  -1.90  -0.0015
H  2.99  5.45  -2.76  -0.0011
H  4.95  6.99  -0.89  -0.0008
H  5.27  5.37  -1.50  0.0003
H  5.31  5.70  0.24  0.0000
H  2.93  7.55  0.37  0.0024
H  3.14  6.21  1.50  -0.0017
H  1.62  6.39  0.61  -0.0038
H  0.87  4.53  -0.47  0.0784
H  -0.78  4.56  0.43  0.0776
H  -4.92  3.53  0.13  0.0083
H  -6.21  2.14  -0.97  0.0005
H  -6.36  2.01  0.80  0.0007
H  -6.87  0.68  -0.23  -0.0003
H  -4.61  0.65  -2.22  -0.0039
H  -5.31  -0.75  -1.42  0.0008
H  -3.57  -0.50  -1.37  -0.0057
H  -4.85  0.44  2.10  -0.0053
H  -3.80  -0.70  1.24  -0.0040
H  -5.55  -0.83  1.10  0.0005
H  -1.44  6.36  -0.65  -0.0014
H  -2.78  7.50  -0.61  0.0023
H  -2.85  6.10  -1.68  -0.0004
H  -1.63  6.06  1.88  -0.0030
H  -3.17  5.60  2.61  -0.0005
H  -2.96  7.21  1.91  0.0030
H  -5.16  5.61  -0.61  -0.0001
H  -4.90  7.01  0.43  -0.0007
H  -5.28  5.46  1.16  0.0000
H  5.02  3.57  -0.21  0.0098
H  3.86  -0.18  1.86  -0.0081
H  4.97  1.08  2.40  -0.0025
H  5.60  -0.44  1.79  0.0006
H  3.84  -0.82  -0.71  -0.0040
H  5.60  -0.94  -0.69  0.0003
H  4.81  0.15  -1.82  -0.0071
H  6.46  2.29  0.81  0.0006
H  6.37  1.97  -0.93  0.0000
H  7.02  0.76  0.16  -0.0001
S  -0.71  -0.50  3.69  0.0000
C  -0.07  0.08  2.47  0.2295
Se  -1.53  -2.80  -0.54  0.0093
N  -0.06  -2.03  0.29  0.0899
C  0.86  -2.99  0.48  -0.0043
C  2.11  -2.82  1.09  0.0069
C  3.01  -3.92  1.22  0.0003
C  2.65  -5.15  0.76  0.0014
C  1.37  -5.35  0.13  -0.0003
C  0.48  -4.29  0.00  0.0011
N  -0.73  -4.41  -0.57  0.0099
H  2.39  -1.84  1.47  -0.0064
H  3.97  -3.76  1.69  -0.0001
H  3.32  -5.99  0.86  0.0001
H  1.10  -6.32  -0.26  0.0002

As for the HOMO energy (alpha / beta): -12.9045 / -13.3736 eV. The molecular weight is 756.2 u. Its charge is +2. The lowest unoccupied orbital energy (alpha / beta) is -6.311 / -9.125 eV. The multiplicity is 6. The value obtained for the energy above the lowest of the compared OMol25 structures with the same formula, charge and spin is 2.108 eV. The calculation puts the gap between HOMO and LUMO (alpha / beta) at 6.6 / 4.2 eV.

---

# 2
C35H44N6OP2Rh | ωB97M-V/def2-TZVPD

Last column: Löwdin charge in e.
Atoms and positions in Å:
Rh  -0.18  -0.20  0.29  0.8042
C  3.51  -0.41  1.33  -0.1839
P  1.81  0.16  1.68  0.9365
C  1.62  -0.45  3.40  -0.2094
C  1.88  1.97  1.91  -0.3965
C  3.06  2.60  2.28  -0.0575
C  3.08  3.97  2.50  -0.0124
C  1.91  4.71  2.37  -0.0117
C  0.73  4.09  2.01  -0.0512
C  0.70  2.72  1.77  -0.3714
P  -0.86  1.90  1.30  0.9402
C  -1.84  1.87  2.84  -0.1871
C  -1.77  3.07  0.25  -0.1879
H  4.13  -0.22  2.20  0.0719
H  3.92  0.08  0.45  0.0449
H  3.48  -1.49  1.16  0.0689
H  2.41  -0.02  4.01  0.0753
H  1.71  -1.53  3.40  0.0589
H  0.66  -0.16  3.82  0.0374
H  3.97  2.03  2.40  0.1125
H  4.00  4.46  2.77  0.1309
H  1.93  5.78  2.54  0.1319
H  -0.17  4.68  1.92  0.1134
H  -2.00  2.90  3.16  0.0751
H  -1.32  1.32  3.62  0.0449
H  -2.80  1.40  2.63  0.0630
H  -1.96  3.99  0.80  0.0718
H  -2.72  2.62  -0.03  0.0660
H  -1.21  3.28  -0.66  0.0576
C  -2.91  -4.08  -4.87  -0.0310
C  -1.49  -4.55  -4.80  -0.1989
C  -1.06  -5.59  -5.60  -0.0153
C  0.26  -6.03  -5.55  -0.0400
C  1.16  -5.44  -4.66  -0.0625
C  0.76  -4.39  -3.87  -0.0517
C  -0.56  -3.92  -3.93  -0.1981
N  -1.04  -2.91  -3.11  0.1549
C  -0.43  -1.88  -2.43  -0.2970
N  0.72  -1.42  -2.98  0.1917
C  1.63  -0.40  -2.69  -0.0842
C  1.46  0.60  -1.70  -0.2105
C  2.50  1.48  -1.37  -0.0445
C  3.68  1.45  -2.08  -0.0307
C  3.81  0.55  -3.13  0.0253
C  2.81  -0.35  -3.47  -0.1673
C  2.98  -1.22  -4.68  -0.0082
N  -1.04  -1.41  -1.37  0.0323
C  -2.30  -1.86  -0.96  -0.2891
C  -2.42  -3.07  -0.25  -0.0690
C  -3.62  -3.46  0.32  -0.0677
C  -4.73  -2.63  0.20  -0.0421
C  -4.65  -1.48  -0.57  -0.0238
C  -3.47  -1.09  -1.20  -0.2051
C  -3.51  0.07  -2.13  -0.0259
H  -3.44  -4.60  -5.66  0.0943
H  -2.97  -3.01  -5.05  0.0886
H  -3.43  -4.30  -3.93  0.0919
H  -1.76  -6.07  -6.27  0.1259
H  0.58  -6.85  -6.18  0.1180
H  2.16  -5.83  -4.58  0.1133
H  1.44  -3.98  -3.13  0.1052
H  -2.04  -2.99  -2.91  0.1294
H  1.00  -1.92  -3.81  0.1192
H  2.32  2.24  -0.63  0.1107
H  4.46  2.16  -1.86  0.1297
H  4.72  0.56  -3.72  0.1364
H  3.90  -0.95  -5.19  0.1010
H  2.17  -1.08  -5.39  0.1102
H  3.05  -2.28  -4.42  0.0932
H  -1.53  -3.69  -0.14  0.1147
H  -3.70  -4.40  0.84  0.1122
H  -5.67  -2.89  0.66  0.1188
H  -5.53  -0.88  -0.71  0.1229
H  -4.46  0.58  -2.07  0.0941
H  -3.38  -0.27  -3.16  0.0997
H  -2.71  0.78  -1.95  0.0355
C  -1.32  -4.53  3.24  0.0027
N  -1.58  -3.11  3.36  -0.1632
C  -2.16  -2.63  4.61  0.0071
C  -1.19  -2.27  2.48  -0.2228
N  -0.85  -1.47  1.70  0.0521
H  -2.24  -5.08  3.47  0.1102
H  -0.55  -4.84  3.95  0.1098
H  -0.99  -4.77  2.23  0.0968
H  -3.09  -3.17  4.80  0.1115
H  -2.37  -1.57  4.53  0.0956
H  -1.47  -2.80  5.44  0.1099
O  -0.77  1.21  -1.92  0.0602
N  0.21  0.96  -1.18  -0.2128

As for the HOMO energy (alpha / beta): -14.8549 / -14.8550 eV. The molecular weight is 729.6 u. Its charge is +3. The lowest unoccupied orbital energy (alpha / beta) is -10.567 / -10.569 eV. The value obtained for the energy above the lowest of the compared OMol25 structures with the same formula, charge and spin is 2.773 eV. The calculation puts the gap between HOMO and LUMO (alpha / beta) at 4.3 / 4.3 eV.

---

# 3
C35H45BrN4P2Zr | ωB97M-V/def2-TZVPD

Last column: Löwdin charge in e.
Atoms and positions in Å:
C  2.52  3.99  -1.23  0.0292
C  1.47  3.25  -1.85  -0.2298
C  1.49  3.19  -3.27  0.0134
C  2.39  4.00  -3.98  -0.0600
N  3.31  4.74  -3.36  0.1477
C  3.36  4.77  -2.03  -0.0515
C  0.48  2.65  -1.05  0.1032
C  -0.39  2.25  -0.21  -0.0588
C  -1.75  2.32  0.27  -0.2463
C  -2.20  1.21  1.05  -0.3173
C  -3.54  0.71  1.04  -0.0870
C  -4.44  1.59  0.48  -0.6165
C  -4.08  2.88  0.06  -0.0030
C  -2.74  3.27  -0.05  0.0795
Zr  -0.86  -0.15  0.01  1.5998
P  1.74  -0.42  -0.81  0.8865
H  0.80  2.55  -3.82  0.1239
H  2.65  3.97  -0.15  0.1356
H  2.38  4.01  -5.07  0.1454
H  4.12  5.41  -1.55  0.1458
H  -2.46  4.27  -0.42  0.1615
H  -1.57  0.93  1.90  0.0641
H  -4.88  3.56  -0.19  0.1407
H  -3.81  -0.23  1.53  0.1342
C  2.45  -2.12  -0.62  -0.3919
C  3.66  -2.56  -1.45  -0.0981
H  1.61  -2.81  -0.79  0.0723
H  2.70  -2.20  0.45  0.0691
H  3.84  -3.61  -1.22  0.1061
H  3.48  -2.50  -2.53  0.0837
H  4.58  -2.02  -1.18  0.0774
C  1.99  -0.10  -2.60  -0.3800
C  3.38  0.36  -3.05  -0.0976
H  1.25  0.66  -2.89  0.0378
H  1.71  -1.03  -3.13  0.0742
H  3.37  0.44  -4.15  0.1069
H  3.64  1.36  -2.66  0.0755
H  4.18  -0.35  -2.80  0.0720
C  2.92  0.65  0.10  -0.3729
C  4.40  0.26  0.21  -0.0965
H  2.50  0.73  1.12  0.0786
H  2.81  1.65  -0.35  0.0431
H  4.89  1.04  0.81  0.1013
H  4.57  -0.69  0.74  0.0861
H  4.92  0.25  -0.76  0.0760
Br  -6.27  1.02  0.39  0.8921
P  -1.88  -1.62  -2.05  0.8648
C  -0.79  -2.50  -3.25  -0.3788
C  -1.31  -3.86  -3.75  -0.0966
H  0.19  -2.64  -2.76  0.0550
H  -0.63  -1.82  -4.11  0.0910
H  -0.53  -4.33  -4.37  0.1071
H  -1.54  -4.55  -2.92  0.0780
H  -2.21  -3.76  -4.37  0.0858
C  -2.91  -2.90  -1.25  -0.3952
C  -4.27  -3.19  -1.88  -0.1008
H  -3.05  -2.58  -0.21  0.0632
H  -2.31  -3.83  -1.20  0.0907
H  -4.84  -3.85  -1.22  0.1050
H  -4.87  -2.28  -2.02  0.0757
H  -4.19  -3.70  -2.85  0.0871
C  -2.97  -0.56  -3.04  -0.4005
C  -3.31  -1.05  -4.46  -0.0971
H  -2.48  0.42  -3.11  0.0776
H  -3.89  -0.39  -2.46  0.0811
H  -3.91  -0.28  -4.96  0.1057
H  -2.42  -1.21  -5.07  0.0801
H  -3.90  -1.97  -4.45  0.0821
N  -0.27  1.87  10.62  0.2295
C  -0.24  1.41  9.55  -0.1369
C  -0.19  0.88  8.22  -0.1857
C  -0.83  1.56  7.17  0.0226
C  -0.74  1.07  5.87  0.0054
C  0.01  -0.09  5.63  -0.1829
C  0.61  -0.81  6.66  0.0310
C  0.51  -0.31  7.97  0.0366
N  0.19  -0.53  4.30  0.0418
C  0.91  -1.62  3.80  0.0572
C  0.76  -1.61  2.46  -0.0833
N  -0.06  -0.53  2.10  -0.1270
C  -0.31  0.13  3.25  -0.1109
H  -1.41  2.47  7.37  0.1451
H  -1.27  1.62  5.08  0.1069
H  1.15  -1.73  6.44  0.1199
H  0.98  -0.87  8.78  0.1485
H  1.44  -2.29  4.46  0.1455
H  1.14  -2.29  1.70  0.0942
H  -0.92  1.00  3.40  0.1263

As for the HOMO energy: -17.8270 eV. The molecular weight is 754.8 u. Its charge is +4. The lowest unoccupied orbital energy is -13.673 eV. The calculation puts the gap between HOMO and LUMO at 4.2 eV.